No. 1
{
  "formula": "C2H38NO16",
  "method": "ωB97M-V/def2-TZVPD",
  "total_energy_ha": -1357.33431,
  "homo_energy_ha": -0.4964,
  "mol_weight_g_mol": 332.32,
  "total_charge": 1,
  "elements": ["H", "H", "H", "O", "O", "H", "H", "H", "H", "H", "O", "O", "H", "H", "O", "H", "O", "H", "H", "H", "O", "O", "H", "H", "H", "H", "H", "H", "H", "H", "H", "C", "O", "O", "O", "H", "H", "H", "O", "H", "N", "H", "H", "C", "O", "O", "H", "H", "H", "H", "H", "O", "H", "H", "H", "O", "H"],
  "coordinates": [[-2.827101, 3.783889, 0.687531], [1.090941, 3.425971, 1.893061], [-0.523146, -0.985442, 2.485495], [-2.454621, -4.370949, 1.094388], [3.725065, -0.820428, 1.310674], [0.690865, 1.215288, 2.562859], [-0.957091, 1.081363, 2.521665], [3.658361, -0.913161, 0.346542], [-1.715149, -2.334718, 0.217949], [0.933044, 1.644904, -2.828470], [2.636236, 2.918521, 0.314410], [-2.685037, 4.496030, 0.050206], [0.910978, -3.058159, 0.696400], [1.672314, -4.380748, 1.159255], [-2.772647, -1.246040, -1.612335], [4.197079, -1.604108, 1.615651], [2.776198, 1.158031, 2.743709], [-3.397826, -4.305836, 0.886496], [0.823814, 0.226871, -2.538255], [0.975121, -0.898499, 1.712305], [4.413195, 0.996433, -1.726838], [1.735449, -3.431628, 1.017401], [-3.831525, 0.969379, -3.878450], [-3.093762, 0.643064, 1.824031], [2.438691, 3.250945, -0.574710], [1.289159, -2.035843, -0.874517], [5.075912, 1.034887, -1.009148], [1.969868, -1.742235, -4.423775], [-0.159595, 4.354139, 1.783850], [-0.176599, -0.168362, -0.502974], [3.533047, 3.168109, 0.551891], [-0.060369, -0.485824, 1.635946], [1.620023, -1.566418, -1.633719], [-4.059782, -1.536273, 1.343612], [2.693952, -1.170206, -4.705129], [-1.778132, -0.172827, 0.311379], [4.578014, 1.741906, -2.307831], [-2.304294, -5.270199, 0.741579], [-0.804150, -2.030956, 0.041132], [2.357001, -1.857560, -2.174441], [-0.130079, 1.034467, 1.939131], [-3.126835, -0.859142, -2.448351], [0.019034, 1.551074, 1.084138], [-0.757001, -0.606403, 0.285913], [-3.079387, 1.605845, 1.921045], [-4.057510, 0.431360, -3.087344], [-2.413996, 3.898416, -0.658702], [-3.628947, -2.322608, 1.713570], [-4.379718, -1.804850, 0.473001], [-4.018051, 1.734790, 2.107093], [-1.952245, -1.626578, -1.942140], [0.108783, 3.445885, 1.951609], [2.598317, -0.244891, -4.425652], [-4.279327, 1.160158, -2.492229], [3.668276, 1.454280, 2.938420], [0.407384, 1.057818, -2.273626], [2.827800, 0.367066, 2.155299]],
  "forces_ev_per_a": [[-0.25, 0.37, 0.74], [-0.70, 0.26, -0.15], [-0.67, -0.04, -0.29], [-0.59, -0.71, -0.58], [0.23, -0.25, -0.69], [-0.49, 0.42, -0.52], [-0.52, 1.54, -0.69], [-0.09, 0.00, 0.26], [0.61, -0.10, -0.15], [-0.29, 0.57, 0.15], [-0.57, 0.03, -0.05], [0.18, -1.10, -0.06], [-0.68, -0.63, 0.19], [-0.45, 0.15, -0.18], [0.00, -0.20, -1.10], [-0.20, -0.02, 0.02], [-1.09, -0.20, -0.08], [0.00, 0.21, 0.16], [-0.21, -0.60, 0.63], [-0.52, 0.77, -0.70], [0.21, -0.25, 0.63], [0.85, 0.42, 0.11], [-0.12, -0.91, 0.30], [0.08, -0.21, -0.25], [0.39, -0.06, 0.40], [0.68, -1.06, -0.18], [-0.44, 0.14, -0.71], [-0.15, 0.69, 0.03], [0.04, 0.08, -0.03], [0.22, 0.47, -0.26], [0.01, 0.09, -0.27], [0.55, 1.06, 0.15], [-0.60, 1.93, -0.96], [0.36, -0.22, 0.17], [0.52, 0.05, -0.02], [0.67, -0.25, -0.13], [0.28, 0.07, 0.04], [0.45, 0.52, 0.34], [-0.43, 0.38, -0.04], [0.12, -0.85, 0.80], [2.52, -3.67, 1.76], [-0.24, 0.08, 0.99], [-0.79, 0.80, 0.09], [-0.39, -1.89, 1.17], [-0.25, -0.50, 0.04], [-0.10, 1.67, -1.22], [0.16, 0.62, -0.60], [-0.21, 0.28, -0.01], [0.13, 0.16, -0.07], [0.02, 0.48, 0.15], [0.23, -0.26, 0.42], [0.82, 0.35, 0.02], [-0.43, -0.79, 0.03], [-0.09, -0.43, 0.45], [-0.01, -0.26, -0.09], [0.49, 0.10, -0.65], [0.80, 0.71, 0.54]]
}


No. 2
{
  "formula": "C5H11NO",
  "method": "ωB97M-V/def2-TZVPD",
  "relative_energy_kcal_mol": 97.5,
  "total_energy_ha": -326.66869,
  "spin_multiplicity": 2,
  "homo_energy_ha": [-0.5271, -0.5271],
  "mol_weight_g_mol": 101.15,
  "total_charge": 1,
  "elements": ["H", "C", "C", "H", "H", "O", "C", "H", "H", "H", "N", "H", "C", "H", "H", "C", "H", "H"],
  "coordinates": [[-2.386159, 3.405188, -0.314538], [-0.435574, 2.240122, -0.070348], [-2.000779, 2.410448, 0.142297], [-2.417133, 1.628993, -0.519087], [-0.323144, -1.186911, 2.599657], [0.450742, -2.422337, -3.232613], [0.656251, -0.086097, 0.274563], [0.475194, -3.229617, -2.810899], [-0.030201, 3.116774, 0.366592], [0.828744, -0.136802, -0.792082], [1.103437, -1.219916, 0.972288], [1.142294, -2.537555, 2.339293], [0.547784, -1.725757, 2.111879], [-2.178483, 2.523487, 1.218080], [-0.293556, 1.184491, 1.829401], [0.026955, 1.011573, 0.721423], [1.261448, -1.850234, -2.920434], [-0.176827, 1.898569, -1.019976]],
  "forces_ev_per_a": [[1.06, -1.55, 0.63], [-1.26, -2.91, 1.76], [0.55, 1.51, -1.88], [-0.63, 0.12, 1.31], [0.82, -1.46, -0.55], [1.99, 4.93, -0.57], [1.49, -3.42, -0.02], [0.42, -2.74, 1.54], [1.17, 0.82, 0.01], [0.13, -0.26, -0.17], [-3.08, 0.86, 1.72], [0.52, -1.81, 1.82], [0.70, 4.40, -4.28], [-0.54, -0.83, -0.36], [0.97, -0.99, -1.70], [-2.33, 4.52, 3.95], [-2.35, -2.19, -0.96], [0.38, 1.03, -2.25]]
}


No. 3
{
  "formula": "C4H7NO",
  "method": "ωB97M-V/def2-TZVPD",
  "relative_energy_kcal_mol": 30.6,
  "total_energy_ha": -286.58288,
  "homo_energy_ha": -0.3517,
  "smiles": "C1=NCCCO1",
  "mol_weight_g_mol": 85.11,
  "total_charge": 0,
  "elements": ["H", "C", "C", "H", "H", "C", "H", "H", "H", "H", "C", "O", "N"],
  "coordinates": [[1.197733, -1.625984, 0.488466], [0.550089, -0.728258, 0.533008], [-0.802547, -0.943869, -0.133855], [2.036182, 0.841263, 0.404155], [0.401901, -0.548645, 1.613524], [1.175612, 0.458488, -0.145259], [-1.713397, 2.198184, -0.303741], [-1.162198, -1.768909, 0.451545], [-0.742373, -1.135971, -1.229351], [1.534455, 0.146443, -1.133565], [-1.017790, 1.360348, -0.219570], [-1.683906, 0.193904, -0.000336], [0.226237, 1.553011, -0.325027]],
  "forces_ev_per_a": [[-0.47, 0.32, -0.27], [0.27, 0.18, 0.15], [0.41, -0.16, 0.00], [0.00, 0.08, -0.05], [-0.12, 0.10, -0.41], [0.17, 0.18, -0.15], [0.10, -0.22, 0.04], [-1.27, -0.42, -0.40], [0.16, -0.26, 0.82], [0.05, 0.17, 0.06], [0.26, 0.10, 0.05], [0.69, -0.25, 0.19], [-0.26, 0.18, -0.02]]
}


No. 4
{
  "formula": "C6H12BN",
  "method": "ωB97M-V/def2-TZVPD",
  "relative_energy_kcal_mol": 40.2,
  "total_energy_ha": -315.39379,
  "homo_energy_ha": -0.3103,
  "smiles": "C1CB2CCCN2C1",
  "mol_weight_g_mol": 108.98,
  "total_charge": 0,
  "elements": ["H", "H", "H", "H", "H", "C", "H", "C", "H", "B", "C", "H", "C", "C", "H", "C", "H", "N", "H", "H"],
  "coordinates": [[1.192370, -2.641311, -0.079927], [-0.736101, -2.057439, -1.699390], [2.566547, 0.758077, 0.963232], [0.875321, 2.769756, -0.690933], [0.884875, 2.508012, 1.216422], [0.547526, -1.808849, 0.049392], [2.390480, 1.157254, -0.696960], [-1.542476, -0.756377, -0.173935], [-2.375040, -0.661378, -0.850199], [0.920693, -0.349054, -0.204988], [-0.684870, 1.584412, 0.137463], [-1.173762, 1.527555, 1.135037], [-0.854738, -2.054341, -0.556295], [1.805110, 0.858947, 0.127192], [-1.378113, -2.853540, -0.073591], [0.781495, 2.060868, 0.290272], [-1.271439, 2.305478, -0.505488], [-0.573252, 0.265316, -0.426848], [-1.689162, -0.879579, 0.865914], [0.314534, -1.733805, 1.173629]],
  "forces_ev_per_a": [[0.86, -0.64, -0.07], [-0.50, -0.64, 1.58], [-1.16, 0.03, -0.71], [0.46, -1.15, 2.82], [0.50, 1.58, 1.49], [-0.70, -0.94, 1.26], [1.01, 0.01, -1.16], [0.72, -0.38, -2.07], [-1.10, 0.33, 0.55], [-4.97, 1.81, -0.08], [-0.15, -0.03, 0.17], [0.01, 0.09, -0.38], [1.50, 1.59, -1.44], [0.22, 0.83, 1.33], [-0.17, -0.92, -0.40], [-0.37, 0.10, -4.27], [0.45, -0.72, 0.68], [3.94, -1.18, 0.21], [-1.18, 0.38, 1.44], [0.61, -0.15, -0.94]]
}